No. 1
36
Properties=species:S:1:pos:R:3 method="wB97M-V/def2-TZVPD" homo_ev=-10.48 smiles=O.O.O.O.O.O.O.O.O.O.O.O e_above_lowest_kj_mol=341.6 molar_mass_g_mol=216.2 total_energy_ha=-917.195266 charge=0
H 1.802 -2.453 1.895
H -3.693 3.998 -1.958
H 3.308 -0.766 -0.508
H 2.694 1.458 0.506
H 2.688 0.178 -3.112
H 0.386 0.593 -0.374
H 2.832 1.687 -3.223
H -2.136 -0.844 3.954
O 2.500 -0.950 -1.000
H -2.177 3.892 -1.981
H -3.492 -2.800 -1.072
H 2.088 -1.671 -0.513
H 1.388 -2.742 -1.566
H -1.345 -1.072 -1.887
O -2.976 3.413 -2.228
O 1.074 0.687 2.769
H -3.623 -2.132 0.287
H 3.297 2.108 1.741
H 1.142 0.463 1.834
H -1.005 3.779 1.491
O -2.034 -1.744 -1.921
O 1.017 -3.303 -0.876
O 2.567 0.910 -3.727
O 3.332 2.128 0.778
H 0.850 1.624 2.770
H -2.253 4.560 1.112
O 0.104 -0.132 -0.942
O 1.911 -1.772 2.568
O -2.334 -1.277 3.116
H -2.074 -1.991 -2.852
O -4.069 -2.751 -0.301
H -1.490 -1.286 2.651
H 1.694 -3.310 -0.190
O -1.463 4.610 1.663
H 2.575 -1.179 2.197
H -0.489 -0.649 -0.386

***

No. 2
36
Properties=species:S:1:pos:R:3 method="wB97M-V/def2-TZVPD" homo_ev=-7.74 e_above_lowest_kj_mol=1758.4 molar_mass_g_mol=216.2 total_energy_ha=-916.655626 charge=0
O -3.404 -0.436 -0.893
H 1.440 0.622 -1.682
H 1.976 0.380 0.824
O 1.392 1.187 1.725
H 0.806 1.719 1.186
H 0.371 0.619 -0.569
H -0.378 -0.523 -2.511
H 1.261 2.295 -0.848
H 1.874 1.822 2.254
H -2.090 0.012 1.469
H -1.887 -2.263 2.247
H 0.409 1.755 -1.977
H -3.641 -1.126 -1.512
O -1.907 -0.101 0.536
O -1.175 -0.166 -2.119
O -0.085 -0.179 -0.300
H -1.878 -1.466 0.960
O 2.502 -0.033 0.140
H 0.340 -0.823 0.822
H 2.572 -0.200 -1.104
H -0.710 3.099 1.319
O -1.471 -2.220 1.386
H 1.495 -2.915 -0.473
O 0.440 -1.561 1.424
O 2.052 -2.154 -0.309
H -2.385 0.611 0.110
H -2.449 -0.386 -0.944
O 0.661 1.583 -1.070
H -0.917 0.080 -1.231
O -0.136 2.445 0.921
O 2.084 -0.047 -1.914
H -0.394 -2.028 1.372
H 1.451 -1.482 0.012
H -0.330 2.493 -0.015
H -0.854 0.134 0.178
H 2.963 -0.743 0.586

***

No. 3
36
Properties=species:S:1:pos:R:3 method="wB97M-V/def2-TZVPD" homo_ev=-10.07 smiles=O.O.O.O.O.O.O.O.O.O.O.O e_above_lowest_kj_mol=581.1 molar_mass_g_mol=216.2 total_energy_ha=-917.104036 charge=0
H -1.038 -3.674 -1.677
H 2.444 0.280 4.044
H -1.546 0.633 -3.157
H -0.035 -3.270 1.140
O 0.899 3.506 -1.900
O 0.733 4.270 0.840
H 0.979 1.391 -0.173
O -0.829 2.196 -0.399
H -0.425 -2.725 -0.660
H -0.812 -0.720 -0.853
O 2.997 -0.101 3.353
H 3.305 0.663 2.852
H 0.139 -0.670 0.332
H -1.068 -1.630 0.788
H 1.760 3.130 -1.686
O -2.917 -2.955 -2.851
O -1.310 -1.718 1.717
H -0.595 -1.276 2.188
O -1.775 1.537 -2.914
O -0.582 -3.661 -0.828
H -2.295 -2.222 -2.916
H 0.682 3.339 0.594
H 2.364 0.835 -0.462
H 1.637 -0.971 2.342
O 1.232 -0.349 1.727
H -1.386 1.497 -0.037
H 0.896 -4.094 2.015
H -3.106 -3.020 -1.908
O 1.441 0.571 -0.380
H 0.784 3.312 -2.837
O -0.366 -0.103 -0.262
H -1.449 2.779 -0.851
H -2.295 1.439 -2.109
O 0.695 -3.186 1.764
H -0.187 4.551 0.890
H 1.027 0.419 2.272